C8H15N2O3 | the ωB97M-V functional and the def2-TZVPD basis

The geometry in ORCA input format:
```
! wB97M-V def2-TZVPD RIJCOSX def2/J DEFGRID3
* xyz 1 1
C -2.79899 1.50811 0.44811
O -1.81583 0.49788 0.22398
C -0.77964 0.80052 -0.52735
O -0.48234 1.76334 -1.11013
N 0.13157 -0.43619 -0.27961
C -0.73928 -1.77854 -0.11629
N -1.33852 -2.01957 -1.24483
O -0.66630 -2.37538 0.91384
C 1.10988 -0.65653 -1.40547
C 2.30656 0.25067 -1.13370
C 2.15496 0.66635 0.32150
C 1.03689 -0.24446 0.92313
C 0.20260 0.38542 2.08452
H -2.29517 2.50236 0.05163
H -3.13551 1.61400 1.57250
H -3.71607 1.13279 -0.20674
H -2.05074 -1.43571 -1.60566
H -1.55957 -2.98643 -1.46769
H 0.68599 -0.50385 -2.31860
H 1.62096 -1.71937 -1.32452
H 2.26037 1.08416 -1.72037
H 3.18575 -0.22827 -1.25512
H 3.00091 0.42270 0.84430
H 1.97727 1.65645 0.29894
H 1.49768 -1.28440 0.99005
H -0.57592 1.12728 1.86648
H 0.98693 0.83477 2.61939
H -0.20442 -0.57810 2.55772
*
```

The HOMO-LUMO gap comes out at 12.199 eV. The value obtained for the molar mass is 187.2 g mol⁻¹. The value obtained for the relative energy (zero: lowest compared OMol25 entry of this formula, charge and spin) is 313.1 kJ/mol.

Atom charges from the natural (NBO) analysis, given in e for atoms 1 to 8: number 1, C, carries -0.314; number 2, O, carries -0.519; number 3, C, carries 0.948; number 4, O, carries -0.493; number 5, N, carries -0.382; number 6, C, carries 0.865; number 7, N, carries -0.857; number 8, O, carries -0.481